The following is a quantum chemistry calculation of C38H31AuN5O6PSTe as an isolated structure, from OMol25.

## Properties
**2S+1**: 1
**Lowest unoccupied orbital energy**: -1.4 eV
**Energy relative to the best compared isomer or geometry (same formula, charge and spin)**: 2.357 eV
**Kohn-Sham gap**: 6.434 eV

CARTESIAN COORDINATES (ANGSTROEM)
Au 1.165936 -0.339794 1.968070
N -0.756966 0.214787 1.599420
P -1.214205 0.051841 0.054089
C -0.344787 -1.212231 -0.910699
C 0.317639 -2.272371 -0.293014
C 1.099054 -3.145969 -1.037012
C 1.186590 -2.990049 -2.412004
C 0.483208 -1.972235 -3.044183
C -0.273240 -1.082315 -2.299250
C -1.155492 1.519064 -0.992353
C 0.093069 2.046710 -1.322585
C 0.186018 3.193868 -2.089422
C -0.970239 3.810348 -2.552656
C -2.214453 3.277708 -2.251606
C -2.310353 2.133145 -1.470590
C -2.944563 -0.455114 0.173395
C -3.816915 0.309246 0.950129
C -5.120181 -0.113719 1.149566
C -5.558602 -1.306529 0.584978
C -4.692657 -2.074012 -0.178561
C -3.385052 -1.651342 -0.384905
H 0.218293 -2.451982 0.772231
H 1.661494 -3.919749 -0.530161
H 1.813699 -3.653260 -2.993263
H 0.554625 -1.848122 -4.116232
H -0.773905 -0.260090 -2.795179
H 0.995204 1.563257 -0.970024
H 1.155519 3.619436 -2.311549
H -0.894983 4.707933 -3.152304
H -3.115120 3.750280 -2.620890
H -3.285825 1.724235 -1.244451
H -3.468578 1.226233 1.410584
H -5.792801 0.482014 1.752321
H -6.576614 -1.636756 0.745466
H -5.025171 -3.008596 -0.610815
H -2.709756 -2.262717 -0.971494
O 4.208969 -2.454585 0.641447
C 3.660663 -1.428635 0.986258
O 2.991273 -1.282912 2.099076
C 3.697484 -0.210173 0.087782
C 3.683941 1.063578 0.645174
C 3.560477 2.173354 -0.175664
C 3.511918 2.026034 -1.554592
C 3.548971 0.746765 -2.073198
C 3.642252 -0.384066 -1.283629
N 3.420865 0.582179 -3.533181
O 3.359660 -0.551122 -3.968774
O 3.406902 1.583561 -4.217260
N 3.446005 3.537372 0.313704
O 3.281473 4.453849 -0.617129
O 2.326404 2.758760 2.464266
H 3.718371 1.154776 1.719761
H 3.444123 2.908047 -2.170222
H 3.652843 -1.372894 -1.716174
N -2.137749 -1.911972 2.873733
C -1.119596 -2.785148 2.957167
S 0.275150 -2.440953 3.828626
N -1.234085 -3.959054 2.286955
C -2.290977 -4.348562 1.427048
C -1.985984 -4.823327 0.154605
C -3.002402 -5.215622 -0.701115
C -4.329094 -5.128206 -0.299393
C -4.629937 -4.664297 0.972384
C -3.617531 -4.284298 1.841709
H -1.880329 -0.956417 3.086845
H -2.828204 -2.025107 2.143662
H -0.388926 -4.509996 2.289286
H -0.951941 -4.871657 -0.163398
H -2.754896 -5.584074 -1.687958
H -5.121621 -5.431705 -0.970409
H -5.659179 -4.612356 1.303431
H -3.852968 -3.958959 2.846543
Te 0.386577 2.093086 2.202932
C 2.823368 3.787341 1.734450
C 4.317030 3.871185 1.542321
C 4.951916 5.181428 1.534292
C 4.201822 6.288666 1.501264
C 2.758346 6.229248 1.641798
C 2.113692 5.070567 1.803209
H 4.896052 3.017221 1.868179
H 6.031795 5.230907 1.549498
H 4.673285 7.261803 1.457620
H 2.209387 7.160723 1.694764
H 1.054514 5.042493 2.027266

Force components x, y, z for each atom (eV/Å):
0.27 -0.74 0.06
0.34 0.63 0.04
-0.24 -0.12 -0.31
0.07 0.10 0.05
-0.07 -0.10 0.08
-0.01 0.08 0.01
0.01 0.00 -0.02
0.00 -0.04 -0.01
0.10 0.07 0.01
-0.12 -0.05 0.00
0.02 0.04 0.02
0.05 0.04 -0.04
-0.03 -0.04 0.02
0.02 0.01 0.01
-0.01 0.02 0.04
0.04 -0.05 0.02
0.01 0.03 0.03
-0.01 -0.02 0.04
0.06 0.04 -0.02
-0.19 0.37 -0.33
-0.02 0.09 -0.17
0.07 0.13 -0.01
-0.01 -0.02 -0.01
0.01 0.00 0.00
0.01 0.00 0.00
0.00 -0.03 0.00
0.02 -0.02 0.00
0.04 -0.01 0.05
0.00 0.00 0.00
0.00 0.00 -0.01
0.00 -0.02 0.01
0.00 0.01 0.00
0.00 0.01 0.00
-0.02 0.00 0.00
0.00 0.54 -0.07
-0.04 0.04 -0.01
-0.02 0.02 0.02
0.04 -0.03 -0.12
-0.08 0.22 0.16
-0.05 -0.02 0.02
-0.02 -0.01 0.01
0.05 -0.01 -0.05
0.02 0.02 0.03
-0.11 0.01 0.06
-0.03 -0.01 -0.04
0.32 0.02 -0.04
-0.10 -0.06 0.00
-0.12 0.04 -0.01
0.03 0.00 0.03
-0.03 0.00 -0.02
0.06 -0.11 -0.06
0.01 0.01 -0.02
-0.03 -0.01 -0.03
0.01 -0.01 0.01
0.09 -0.21 0.15
-0.19 0.24 0.08
0.05 -0.10 -0.16
-0.01 -0.14 0.00
-0.01 -0.03 -0.04
0.05 0.02 0.07
-0.11 -0.03 -0.01
0.17 -0.38 0.12
0.19 -0.47 0.31
-0.08 -0.22 0.02
-0.05 -0.09 -0.02
0.02 0.00 0.08
-0.04 -0.03 0.05
-0.02 -0.01 0.00
0.00 0.00 -0.01
-0.02 -0.01 -0.02
-0.01 0.02 -0.01
0.00 0.02 0.00
-0.26 0.34 -0.01
-0.04 0.00 0.11
-0.07 -0.03 -0.04
0.00 0.07 0.00
0.06 -0.02 0.00
-0.05 -0.03 0.02
0.03 0.08 -0.05
-0.01 -0.01 0.00
0.00 0.00 -0.01
0.01 0.00 -0.01
0.00 0.00 0.01
0.00 -0.01 -0.02